Computed, not measured: C6H13N3O3S in the gas phase at a distorted geometry, with ωB97M-V/def2-TZVPD.

Structure (XYZ):
```
26
Properties=species:S:1:pos:R:3:forces:R:3
C 0.136590 -1.828991 -1.927505 -0.756 0.037 -0.598
C -0.887550 -1.041893 -1.975278 -0.372 0.941 0.009
C -1.863426 -0.601580 -3.056930 -0.508 -2.557 1.988
C 1.471980 2.259841 0.895231 0.292 -0.013 1.334
C 1.754157 1.012908 1.748077 0.568 0.358 -0.230
C 1.203300 -1.383532 1.704786 1.194 0.039 1.590
N -0.918780 -0.312475 -0.678261 -0.568 0.061 0.909
N -1.743779 -0.545927 0.367726 -0.950 1.673 -3.188
N 0.425238 -2.415105 1.065556 -2.306 1.223 -0.852
O -1.986623 -3.096417 0.372511 1.131 0.343 0.720
O 0.125775 2.717945 1.005085 -0.892 -2.943 -1.582
O 1.271646 -0.144908 0.985908 -0.428 1.687 0.354
S -1.197779 -2.228186 1.272455 1.623 -1.812 0.319
H 0.907906 -2.050385 -1.236942 0.687 -0.467 0.411
H -1.964261 0.474969 -2.950367 -0.052 -0.038 -0.904
H -2.842332 -1.158642 -2.895250 0.810 1.077 0.125
H -1.491495 -1.139382 -3.915759 0.154 0.982 -0.941
H 1.836095 2.015267 -0.089373 -0.260 0.291 -0.824
H 2.022928 3.103899 1.296284 0.530 -0.067 -0.027
H 1.213331 1.226711 2.695212 0.177 -0.918 -0.326
H 2.884665 0.966136 1.960166 -1.559 -0.321 -0.348
H 2.308591 -1.600268 1.766764 -1.181 -0.955 0.190
H 0.842542 -1.155961 2.737329 0.140 -0.049 -0.428
H 0.002108 -0.195718 -0.285103 0.797 0.111 -0.037
H -2.698972 -0.561748 -0.112236 1.096 -0.767 1.407
H -0.397621 1.916428 0.645090 0.629 2.085 0.930
```
Positions in Å, forces in eV/Å.

Its gap between HOMO and LUMO (alpha / beta) is 7.1532 / 7.8768 eV. Its HOMO energy (alpha / beta) is -0.3273 / -0.3175 Eh. As for the energy: -27872.74965 eV.



Computed, not measured: C10H18N3O5PTi as an isolated structure at a distorted geometry, with ωB97M-V/def2-TZVPD.

Structure (XYZ):
```
38
Properties=species:S:1:pos:R:3:forces:R:3
O 0.004314 -3.069266 -0.035365 0.227 2.541 -0.217
C -0.009312 -1.925087 -0.051396 -0.269 -6.622 0.177
Ti -0.173589 -0.005805 0.096752 -1.776 -0.143 -1.003
O -2.712945 0.001737 -3.245380 4.026 -0.064 4.727
C -1.959195 -0.009543 -2.350627 -3.667 0.051 -4.211
C 1.859898 -0.006641 -0.367308 5.525 -0.246 -1.375
O 2.996650 -0.002637 -0.547890 -3.980 -0.057 0.468
C -0.020683 1.930700 -0.019208 -0.599 6.760 -0.050
O -0.005205 3.072340 0.029133 0.089 -2.435 -0.398
C 1.904593 1.405175 2.288128 0.036 1.099 -1.277
N 1.448733 1.045475 3.573062 -3.461 -1.591 0.234
C 1.451612 2.089728 4.528627 0.303 2.404 0.437
P -0.167796 0.138680 3.528473 1.118 -2.787 -1.292
O -0.031626 -0.028491 1.927054 -0.801 -0.553 1.607
N 0.317209 -0.999003 4.637768 0.735 0.131 -1.151
C 0.148319 -2.353631 4.060277 -0.258 -1.087 0.161
C 1.704006 -0.875398 5.129554 0.767 0.956 -0.970
N -1.916809 -0.412865 3.503608 3.691 1.392 -1.135
C -2.444935 -1.084198 4.632242 -1.554 0.206 1.710
C -2.693978 0.717357 3.112839 -2.639 0.674 1.689
H 2.826323 1.950941 2.366631 0.526 0.447 0.313
H 1.161586 2.074066 1.808917 0.864 -0.157 0.131
H 2.115997 0.548541 1.636627 -0.029 0.352 0.894
H 0.861043 2.926196 4.112063 0.376 0.168 0.505
H 1.019297 1.838838 5.498692 0.011 -0.273 -0.183
H 2.482679 2.440323 4.686228 -0.279 -0.083 0.039
H 1.011819 -2.565574 3.427366 0.133 -0.139 0.044
H 0.110240 -3.098881 4.868163 0.037 0.249 -0.267
H -0.745818 -2.483589 3.429091 0.432 0.289 0.402
H 2.433893 -0.902338 4.268206 -0.645 0.008 1.040
H 1.870646 0.034150 5.728828 -0.173 -0.596 -0.371
H 1.925144 -1.688354 5.745380 0.054 -1.440 1.083
H -2.320636 -0.458539 5.531836 -0.266 -0.413 0.021
H -3.534512 -1.189387 4.446531 0.480 0.158 0.155
H -2.091141 -2.089289 4.836513 0.315 0.221 -0.225
H -2.716079 1.420614 3.980550 -0.405 -0.032 -0.815
H -2.372254 1.239770 2.243545 0.567 0.253 -0.785
H -3.737187 0.373987 2.960592 0.490 0.356 -0.115
```
Positions in Å, forces in eV/Å.

As for the expectation value of S²: 2.010. Its net charge is +2. Its gap between HOMO and LUMO (alpha / beta) is 6.5636 / 6.2453 eV. Its HOMO energy (alpha / beta) is -0.5728 / -0.5740 Eh. The multiplicity is 3. As for the energy: -57753.63389 eV.



Computed, not measured: C43H44FeN2P2S2 as an isolated structure at a distorted geometry, with ωB97M-V/def2-TZVPD.

Structure (XYZ):
```
94
Properties=species:S:1:pos:R:3:forces:R:3
Fe 0.783001 0.855708 -1.519160 -0.816 -0.982 -1.061
S 3.198176 0.609635 -1.591904 -0.478 0.191 -0.020
P 2.601941 0.453196 0.321720 0.202 0.151 0.820
C 1.056621 1.232855 0.485822 0.269 0.236 -1.001
P 0.957818 2.935343 0.122285 -0.186 0.277 0.428
S 0.691270 3.104350 -1.900012 0.455 -0.072 0.346
C -0.516915 3.590451 0.938522 -0.021 -0.018 0.021
C -1.492569 2.723806 1.425076 0.066 0.055 0.075
C -2.663218 3.237018 1.969849 0.020 -0.012 -0.010
C -2.857760 4.609203 2.036015 0.015 -0.027 -0.006
C -1.884848 5.475428 1.550419 -0.010 0.001 -0.001
C -0.720168 4.969062 0.998288 -0.049 0.020 -0.107
C 2.325886 3.992404 0.622915 -0.005 0.035 0.169
C 2.329435 4.572589 1.891558 0.086 -0.001 0.005
C 3.418378 5.323938 2.305073 -0.021 -0.024 -0.026
C 4.509348 5.483124 1.461077 -0.013 -0.011 -0.018
C 4.509332 4.901236 0.200073 -0.007 -0.004 0.016
C 3.417595 4.159294 -0.225259 0.032 0.030 0.046
C 2.392256 -1.287052 0.775017 -0.035 -0.038 0.019
C 1.396483 -1.654618 1.675834 -0.037 -0.061 -0.050
C 1.293113 -2.976206 2.092221 0.021 0.012 -0.031
C 2.189590 -3.925933 1.620525 0.012 0.036 -0.014
C 3.187887 -3.558267 0.725986 -0.013 0.014 0.004
C 3.285893 -2.242645 0.298827 0.056 -0.027 0.086
C 3.838047 1.054880 1.494288 0.085 -0.026 -0.037
C 5.194211 0.941422 1.204139 0.000 0.056 -0.010
C 6.135689 1.360797 2.131707 -0.021 -0.001 0.006
C 5.723124 1.893992 3.346397 -0.019 -0.006 -0.016
C 4.370271 2.005162 3.638365 -0.002 -0.028 -0.049
C 3.425157 1.583752 2.714128 0.036 -0.074 0.034
H -1.320861 1.654617 1.382907 0.005 0.017 -0.006
H -3.421138 2.562391 2.348252 0.014 0.008 0.006
H -3.765632 5.007363 2.470666 0.005 -0.005 -0.008
H -2.034928 6.545828 1.603096 0.000 -0.012 -0.003
H 0.030528 5.646608 0.607818 -0.018 -0.008 0.015
H 1.485229 4.437247 2.556940 0.012 0.017 -0.009
H 3.415757 5.784168 3.284630 0.004 -0.012 -0.004
H 5.360592 6.067332 1.786126 -0.004 -0.002 -0.008
H 5.358569 5.031287 -0.457998 -0.007 -0.003 0.009
H 3.410566 3.710574 -1.209914 -0.011 -0.004 -0.007
H 0.701994 -0.906577 2.039654 0.004 -0.004 -0.014
H 0.518808 -3.262418 2.792930 0.006 0.011 -0.004
H 2.115330 -4.952943 1.956664 0.004 0.011 -0.006
H 3.891709 -4.296916 0.362685 -0.008 0.008 0.006
H 4.059577 -1.955077 -0.404591 -0.015 -0.005 0.008
H 5.512245 0.541447 0.247886 0.005 0.014 0.004
H 7.190871 1.275891 1.906502 -0.015 0.004 -0.002
H 6.459392 2.227796 4.066238 -0.009 -0.012 -0.003
H 4.051146 2.423593 4.584221 -0.001 -0.004 -0.009
H 2.367183 1.664904 2.940098 0.023 0.009 0.000
C -6.234938 0.696991 -2.562154 0.007 0.002 -0.010
C -5.560227 0.057716 -1.339454 0.012 0.015 -0.008
C -5.934631 -1.422792 -1.286167 0.003 -0.006 -0.015
C -6.064700 0.738722 -0.057869 0.022 0.011 0.002
C -4.055223 0.268237 -1.441660 -0.075 -0.041 0.038
C -3.524178 1.552877 -1.495863 0.020 0.014 -0.014
C -2.159280 1.737357 -1.564266 -0.134 -0.072 0.065
N -1.295218 0.718472 -1.590333 0.314 0.453 0.041
C -1.786656 -0.525077 -1.566058 -0.003 -0.095 0.032
C -3.143010 -0.781280 -1.489183 -0.090 -0.020 0.016
C -0.771712 -1.590830 -1.707990 -0.122 0.100 0.035
C -1.032967 -2.928371 -1.520068 -0.057 -0.105 -0.032
C -0.042237 -3.882185 -1.761088 -0.038 -0.049 0.001
C 1.174321 -3.406361 -2.229836 0.024 0.013 -0.041
C 1.382613 -2.044319 -2.346314 -0.060 -0.040 -0.033
N 0.440331 -1.141330 -2.069971 0.557 0.064 0.262
C -0.326888 -5.362598 -1.547948 0.007 0.035 -0.001
C 0.962946 -6.185854 -1.543841 0.023 0.005 -0.004
C -1.045751 -5.564360 -0.205806 0.014 0.029 0.017
C -1.230043 -5.841044 -2.694934 -0.014 -0.018 0.001
H -7.313990 0.544916 -2.506317 0.015 0.007 -0.001
H -5.874604 0.246513 -3.489025 -0.009 0.005 0.013
H -6.051016 1.770970 -2.612046 -0.004 -0.017 0.001
H -7.017307 -1.515637 -1.196812 0.011 -0.004 -0.001
H -5.489491 -1.923368 -0.423326 -0.007 0.004 -0.008
H -5.634434 -1.950582 -2.194089 -0.002 0.002 0.011
H -7.147339 0.625028 0.016111 0.015 -0.001 0.003
H -5.838305 1.805988 -0.049875 -0.014 -0.016 -0.002
H -5.612858 0.287220 0.827994 -0.005 0.007 -0.007
H -4.162509 2.425844 -1.484281 0.012 -0.010 0.017
H -1.727942 2.726805 -1.593169 -0.033 -0.012 -0.015
H -3.488581 -1.803301 -1.492151 0.004 0.009 0.011
H -2.009577 -3.234867 -1.175274 0.011 -0.009 -0.012
H 1.985853 -4.075430 -2.475697 -0.009 0.016 0.026
H 2.342959 -1.651856 -2.648330 -0.003 0.002 0.031
H 1.694377 -5.778048 -0.842260 -0.022 -0.029 0.010
H 1.419196 -6.233258 -2.534556 0.008 0.023 0.026
H 0.738851 -7.208457 -1.238928 0.003 0.006 -0.038
H -0.495713 -5.088998 0.609282 0.004 -0.028 -0.005
H -1.122649 -6.630698 0.009587 -0.021 0.013 -0.013
H -2.059697 -5.161971 -0.216572 0.017 0.009 0.007
H -0.734803 -5.719434 -3.660020 -0.009 -0.003 0.012
H -2.168583 -5.283701 -2.720708 0.007 -0.016 0.004
H -1.466379 -6.898644 -2.563309 0.002 0.019 -0.002
```
Positions in Å, forces in eV/Å.

As for the expectation value of S²: 1.135. Its net charge is +1. Its gap between HOMO and LUMO (alpha / beta) is 6.7628 / 7.8232 eV. Its HOMO energy (alpha / beta) is -0.3929 / -0.4010 Eh. The multiplicity is 2. As for the energy: -122918.21558 eV.



Computed, not measured: C3H6N2O2 in the gas phase at a distorted geometry, with ωB97M-V/def2-TZVPD.

Structure (XYZ):
```
13
Properties=species:S:1:pos:R:3:forces:R:3
H -0.255474 2.996286 -1.028093 -0.281 -0.160 -0.239
N -0.544866 2.542558 -0.167680 0.499 -0.662 -0.272
C -0.646702 1.287878 -0.286991 -1.226 -0.024 -0.671
O -1.024939 0.643400 0.889151 0.150 0.004 -0.275
C -0.388258 -0.590682 1.039084 0.158 -0.475 -0.159
C 0.187116 -1.146408 -0.267638 -0.303 -1.090 -0.348
N 1.343440 -1.809053 -0.152688 0.325 -0.060 0.008
O -0.379984 -1.105309 -1.360481 0.214 -0.660 0.466
H -0.696814 0.444380 -1.156738 0.370 3.057 1.494
H 0.408650 -0.523569 1.797465 -0.147 0.060 -0.196
H -1.112565 -1.341119 1.380522 0.047 0.114 0.008
H 1.717951 -2.188220 -1.007879 0.092 -0.132 0.152
H 1.849541 -1.885794 0.708297 0.102 0.029 0.033
```
Positions in Å, forces in eV/Å.

Its gap between HOMO and LUMO is 9.9398 eV. Its HOMO energy is -0.3441 Eh. As for the energy: -10282.22461 eV.



Computed, not measured: C21H30N2O2 as an isolated structure at a distorted geometry, with ωB97M-V/def2-TZVPD.

Structure (XYZ):
```
55
Properties=species:S:1:pos:R:3:forces:R:3
C -6.901068 -1.553848 -0.940839 11.048 -4.830 -5.181
C -5.566696 -1.095676 -0.315513 -2.196 -0.571 1.725
C -5.060466 0.282367 -0.554043 -7.579 -5.127 -3.495
C -4.041873 0.613775 0.121573 4.121 4.276 2.199
C -3.433210 -0.373559 0.897693 2.785 3.156 3.799
C -3.998673 -1.559532 1.319217 -3.210 4.339 -5.232
C -5.156718 -2.041888 0.757906 3.536 13.162 -3.863
H -5.464219 -2.891653 0.644150 -3.604 -9.400 -0.108
H -3.500000 -2.100333 1.874948 4.928 -5.099 5.904
H -2.548481 0.112333 1.572006 -1.734 -1.685 -1.688
C -3.603476 2.224876 -0.080294 0.999 -7.604 -4.284
N -2.268970 2.060680 -0.641257 4.525 -0.254 0.252
C -1.115840 2.205742 0.115113 -4.226 7.497 4.791
O -1.274672 3.023048 1.336372 1.132 -5.252 -6.123
C 0.236691 2.121040 -0.488180 0.695 -0.874 4.985
C 0.960593 1.233174 0.760481 3.209 -1.264 -7.008
N 2.431129 0.946815 0.250896 -2.185 10.185 0.712
C 3.078617 2.158314 -0.030972 5.547 1.309 -2.205
O 4.366578 2.278255 -0.579381 -6.944 -1.438 2.953
C 2.318350 3.545552 0.224821 0.611 0.015 -3.399
C 0.937115 3.467152 -0.678350 -1.516 1.588 8.988
H 0.261005 4.389204 -0.044408 1.630 -2.878 -2.363
H 1.116671 3.746907 -1.601612 0.843 1.103 -4.559
H 2.145061 3.680245 1.356431 0.206 0.281 -2.031
H 2.945527 4.500002 -0.505107 -1.487 -3.118 3.221
C 3.077292 -0.189440 0.073823 -6.379 -7.913 1.757
C 3.080496 -1.059882 1.461464 -5.558 10.745 -0.176
C 4.100122 -1.870543 1.500129 2.114 -12.435 4.544
C 3.753453 -3.172139 0.610648 3.339 9.421 -4.058
H 2.825473 -3.498689 0.589030 -4.681 -0.887 -0.008
C 4.245553 -2.607067 -0.967359 -4.043 -8.657 2.918
H 5.071337 -2.085709 -0.974680 3.895 3.472 0.497
H 4.581406 -3.561076 -1.456563 -0.041 0.507 0.299
C 3.109958 -2.154664 -1.748002 0.778 5.376 5.457
C 2.200600 -1.145514 -0.923914 6.313 5.389 -6.326
H 1.508863 -1.454986 -0.369152 -5.926 -3.266 4.057
H 1.748773 -0.420089 -1.810949 0.723 -1.625 2.324
H 3.606286 -1.449742 -2.269109 0.818 1.969 -3.580
H 2.474622 -2.741051 -2.168645 -3.129 -4.260 -3.142
H 4.328232 -3.865376 0.886193 4.743 -5.701 1.940
H 5.155515 -1.718411 1.566112 0.301 1.027 -0.508
H 3.864275 -2.394727 2.771881 1.212 1.060 -3.039
H 1.980316 -1.276106 1.781472 2.069 -0.630 -0.956
H 3.323782 -0.260644 2.219344 -0.477 -0.065 -0.485
H 3.900519 0.044367 -0.357357 6.120 0.946 -2.274
H 0.724533 0.216280 0.695260 -1.998 -1.234 0.584
H 1.063766 1.631531 1.664967 -0.401 1.842 3.561
H 0.293791 1.446389 -1.267093 0.067 -1.170 -2.038
H -1.955120 1.555851 -1.497931 -1.777 0.434 0.648
H -4.274703 2.618709 -0.798247 -0.566 0.624 -0.438
H -3.512313 2.655284 0.780332 0.420 2.945 4.962
H -5.694389 0.888487 -1.280937 1.143 -0.616 1.081
H -7.643478 -1.302731 -0.508448 -9.460 2.766 6.467
H -7.014185 -1.110349 -1.869187 -0.024 0.684 -2.333
H -6.787751 -2.690966 -1.104744 -0.727 1.735 0.276
```
Positions in Å, forces in eV/Å.

Its gap between HOMO and LUMO is 8.6618 eV. Its HOMO energy is -0.3057 Eh. As for the energy: -29321.44916 eV.



Computed, not measured: C4H7Br2F3PbSi as an isolated structure at a distorted geometry, with ωB97M-V/def2-TZVPD.

Structure (XYZ):
```
18
Properties=species:S:1:pos:R:3:forces:R:3
F -2.735958 -2.440615 -0.096177 3.668 1.115 -1.610
C -1.498160 -2.015853 -0.840591 -0.711 -2.274 1.362
F -0.530157 -3.156224 -0.655099 -2.928 3.925 -0.440
Br -2.024717 -1.721320 -2.756906 0.824 -0.442 2.397
C -0.931051 -0.631322 -0.093162 -0.287 -0.172 -4.925
F -0.506009 -1.094536 1.280220 1.561 0.074 -4.939
Br -2.494955 0.604684 0.057056 1.613 -1.154 0.570
C 0.369747 -0.023497 -0.882390 1.405 0.339 0.734
C 0.745623 1.529862 -0.518280 0.032 0.251 -1.198
Si 1.739869 1.677389 1.136463 -0.086 0.826 -1.165
H 1.307483 -0.679199 -0.543082 -2.140 1.075 -0.744
H 0.330740 -0.110691 -2.051108 -0.682 -0.240 2.394
H 1.490711 1.898479 -1.375299 -1.678 -0.839 1.778
H -0.155115 2.279935 -0.540741 1.567 -1.656 -0.085
H 3.183952 1.627683 0.924505 0.144 -0.248 -0.083
H 1.421971 2.888591 1.880204 -0.248 0.194 0.155
H 1.369412 0.530916 1.965572 -0.421 -0.753 0.622
Pb -1.083384 -1.164283 3.108814 -1.632 -0.023 5.178
```
Positions in Å, forces in eV/Å.

Its net charge is +2. Its gap between HOMO and LUMO is 6.4166 eV. Its HOMO energy is -0.6439 Eh. As for the energy: -165600.88038 eV.